No. 1
ORCA calculation (ωB97M-V/def2-TZVPD) on a cluster of 2 separate species, C2H8NOS in total in a non-equilibrium geometry.

Computed properties:
- ⟨S²⟩: 0.75
- LUMO energy (alpha / beta): 0.75 / -2.41 eV
- E_HOMO (alpha / beta): -9.73 / -9.43 eV
- Largest force on an atom: 1.54 eV Å⁻¹
- 2S+1: 2

Each line ends with the Mulliken spin population.
Geometry (Å):
C (-1.226, -2.766, -1.132)  -0.061
S (-0.885, -1.068, -0.505)  0.987
H (-0.291, -3.302, -1.328)  0.041
H (-1.722, -2.618, -2.088)  0.027
H (-1.834, -3.301, -0.406)  0.002
N (1.328, 0.859, 1.064)  0.013
C (0.780, 2.230, 0.929)  0.000
O (-0.368, 2.376, 0.083)  0.000
H (0.526, 0.219, 1.012)  -0.003
H (1.891, 0.534, 0.282)  -0.005
H (1.639, 2.790, 0.549)  0.001
H (0.478, 2.494, 1.936)  0.001
H (-0.315, 1.553, -0.395)  -0.003

***

No. 2
ORCA calculation (ωB97M-V/def2-TZVPD) on a structure of composition C38H29BiF2NO4PS5 in a non-equilibrium geometry.

Computed properties:
- Charge: -2
- LUMO energy: 4.00 eV
- E_HOMO: -2.23 eV
- Largest force on an atom: 1.14 eV Å⁻¹

Each line ends with the Löwdin charge.
Geometry (Å):
Bi (0.227, -0.223, 0.245)  1.721
C (-1.303, 4.562, 4.048)  -0.042
C (-2.147, 4.503, 2.809)  -0.277
C (-2.999, 5.561, 2.517)  -0.065
C (-3.803, 5.551, 1.392)  -0.087
C (-3.771, 4.470, 0.528)  -0.089
C (-2.919, 3.417, 0.795)  -0.105
C (-2.107, 3.417, 1.929)  -0.315
P (-1.013, 1.940, 1.976)  1.069
C (0.450, 2.425, 2.958)  -0.345
C (0.748, 1.861, 4.197)  -0.115
C (1.949, 2.131, 4.826)  -0.092
C (2.867, 2.966, 4.214)  -0.097
C (2.571, 3.542, 2.991)  -0.051
C (1.372, 3.281, 2.343)  -0.296
C (1.051, 3.933, 1.039)  -0.068
C (-1.898, 0.774, 3.051)  -0.326
C (-3.076, 1.083, 3.721)  -0.082
C (-3.761, 0.101, 4.414)  -0.105
C (-3.295, -1.204, 4.390)  -0.094
C (-2.132, -1.520, 3.713)  -0.039
C (-1.403, -0.543, 3.045)  -0.335
C (-0.093, -0.825, 2.447)  -0.286
H (-1.681, 5.326, 4.725)  0.074
H (-0.269, 4.808, 3.799)  0.081
H (-1.303, 3.602, 4.561)  0.072
H (-3.029, 6.409, 3.191)  0.101
H (-4.453, 6.391, 1.196)  0.095
H (-4.380, 4.456, -0.363)  0.081
H (-2.856, 2.581, 0.113)  0.064
H (0.024, 1.213, 4.673)  0.109
H (2.180, 1.679, 5.783)  0.100
H (3.816, 3.169, 4.692)  0.097
H (3.289, 4.202, 2.523)  0.108
H (1.926, 4.396, 0.591)  0.082
H (0.294, 4.708, 1.174)  0.086
H (0.647, 3.213, 0.326)  0.009
H (-3.450, 2.099, 3.701)  0.098
H (-4.659, 0.354, 4.962)  0.090
H (-3.834, -1.976, 4.921)  0.093
H (-1.760, -2.535, 3.700)  0.113
H (0.160, -1.878, 2.485)  0.069
H (0.652, -0.247, 2.976)  0.002
F (4.902, 0.349, 3.570)  0.029
C (4.426, 0.304, 2.292)  -0.274
C (3.088, 0.050, 2.070)  -0.070
C (2.566, -0.028, 0.787)  -0.192
C (3.450, 0.188, -0.283)  -0.158
C (4.795, 0.440, -0.025)  -0.214
F (5.687, 0.594, -1.047)  0.036
C (5.314, 0.501, 1.254)  0.044
C (2.952, 0.068, -1.659)  -0.264
C (3.400, 0.851, -2.722)  -0.011
C (2.835, 0.650, -3.969)  -0.071
C (1.870, -0.332, -4.126)  -0.062
C (1.498, -1.066, -3.011)  -0.136
N (2.015, -0.859, -1.820)  0.031
H (2.464, -0.093, 2.936)  0.080
H (6.364, 0.676, 1.428)  0.119
H (4.148, 1.614, -2.577)  0.110
H (3.131, 1.262, -4.811)  0.104
H (1.409, -0.505, -5.085)  0.096
H (0.760, -1.853, -3.057)  0.115
O (-3.136, -2.878, -0.593)  0.014
C (-2.109, -2.290, -0.276)  -0.638
O (-2.033, -1.078, 0.095)  -0.218
C (-0.760, -3.073, -0.332)  -0.581
O (-0.760, -4.277, -0.534)  0.035
O (0.338, -2.404, -0.145)  -0.244
C (-2.645, 1.247, -3.121)  -0.374
S (-3.266, 2.869, -2.589)  0.783
C (-2.317, 3.934, -3.608)  -1.033
C (-0.968, 4.118, -3.517)  -1.226
S (0.098, 3.358, -2.488)  0.480
S (-0.348, 5.310, -4.724)  0.846
C (-1.864, 5.727, -5.457)  -1.558
S (-2.025, 6.841, -6.659)  0.404
S (-3.208, 4.861, -4.799)  0.847
H (-3.023, 0.524, -2.406)  0.029
H (-1.559, 1.264, -3.092)  -0.014
H (-3.018, 1.049, -4.123)  0.030